A 2-piece molecular cluster, C10H18N2 overall in a non-equilibrium geometry, computed with ωB97M-V/def2-TZVPD.

Output
* molar mass: 166.27 g mol⁻¹
* total energy: -501.23334 hartree
* HOMO energy (spin up / spin down): -7.1 / -7.1 eV
* gap between HOMO and LUMO (spin up / spin down): 7.77 / 7.77 eV

Geometry as XYZ:
```
30
Properties=species:S:1:pos:R:3:forces:R:3:lowdin_charge:R:1
C -2.1915 -0.4625 -1.3860 0.08 -0.16 -0.18 -0.14
C -3.2787 0.8300 -0.1290 0.34 0.28 -0.33 -0.18
C -1.4108 -0.3168 -0.2994 0.85 -1.55 1.27 -0.32
C 0.3764 -1.8657 -1.0822 -0.68 1.76 -0.79 -0.09
C -0.0901 -1.7253 1.4455 0.59 0.69 -1.15 -0.06
C 1.3220 1.1666 1.6145 0.49 -1.89 -0.60 -0.08
C 0.5300 1.8801 -0.6936 0.02 -1.73 -1.76 -0.08
C 2.4452 0.1805 -0.4473 0.58 -0.66 -0.30 -0.11
C -0.2170 -1.0670 0.0643 2.34 2.30 0.49 -0.27
C 1.2239 0.8367 0.1243 -0.91 -1.65 1.06 -0.38
N -3.3255 0.2469 -1.2975 -1.29 0.99 0.38 0.06
N -2.1248 0.4657 0.5599 -1.18 2.10 0.61 0.11
H -2.0343 -1.1148 -2.1795 0.32 -0.88 -1.28 0.09
H -3.9731 1.6246 0.1512 0.33 -0.50 0.39 0.12
H -0.2975 -2.7045 -1.2073 0.55 -0.93 -0.08 0.09
H 0.1854 -1.2575 -2.0115 0.38 -0.52 0.68 0.09
H 1.4829 -2.0112 -1.0552 -1.23 -0.70 0.38 0.08
H -0.4392 -1.0825 2.2825 1.07 -0.26 -0.38 0.08
H -0.7267 -2.5634 1.5266 -1.26 -1.13 -0.27 0.06
H 0.9055 -2.2425 1.4376 -0.44 1.13 0.87 0.10
H 0.5743 1.8457 1.9065 -1.31 0.69 0.53 0.05
H 2.2415 1.6668 1.8522 0.82 0.28 0.00 0.07
H 1.2992 0.2371 2.2449 -0.03 0.89 -0.50 0.08
H -0.2209 2.3872 -0.1473 -0.80 0.56 0.42 0.06
H 0.0986 1.4828 -1.6597 -0.03 -0.07 1.09 0.11
H 1.2119 2.5728 -1.1208 1.01 1.08 0.09 0.07
H 2.8225 -0.5970 0.3053 -0.29 1.04 -1.11 0.10
H 3.3242 0.8682 -0.7544 -1.42 -0.85 0.55 0.11
H 2.0635 -0.3712 -1.3482 1.12 0.74 0.54 0.05
H -1.7769 1.0904 1.3038 -0.04 -1.05 -0.60 0.16
```
Forces are in eV/Å.